The following is a quantum chemistry calculation of a structure of composition C8H16KO10P, from the OMol25 dataset.

Computed properties:
- Gap between HOMO and LUMO (spin up / spin down): 5.1 / 4.8 eV
- Charge: -1
- ⟨S²⟩: 0.7628
- LUMO (spin up / spin down): 1.80 / 1.80 eV
- Molecular weight: 342.28 g mol⁻¹
- Multiplicity: 2

Last column: Mulliken spin population.
Atoms and positions in Å:
H -0.806 -4.300 -2.472  0.00
C -0.333 -3.323 -2.574  0.00
C 3.458 -0.314 -1.384  0.00
K -1.394 1.836 0.715  -0.01
C 2.240 0.434 0.579  0.00
O -3.720 -2.363 0.362  0.00
C -4.459 -1.640 1.379  0.00
O 2.448 0.484 1.897  0.00
H -5.509 -1.499 1.120  0.00
H -0.450 -1.445 -1.364  0.00
C -2.491 -1.880 0.071  0.00
H 4.749 0.774 -2.730  0.00
P -2.443 4.759 0.952  -0.07
C -0.550 -2.525 -1.252  0.00
O -0.942 4.499 0.614  0.07
H 0.914 0.242 3.254  0.00
O -2.418 5.655 2.271  0.58
O 3.162 -0.309 0.051  0.00
H 0.210 -2.832 -0.532  0.00
O -1.961 -0.784 0.458  0.00
H -0.932 -2.987 -3.421  0.00
O -2.903 5.786 -0.050  0.42
H 2.607 0.006 -1.985  0.00
H 1.105 1.869 2.456  0.00
C 1.603 1.015 2.914  0.00
H 5.592 0.579 -1.235  0.00
O 1.289 0.890 -0.054  0.00
O -1.960 -2.646 -0.839  0.00
H -4.082 -0.623 1.478  0.00
H 0.720 -3.391 -2.847  0.00
C 4.599 0.750 -1.651  0.00
H 3.812 -1.287 -1.723  0.00
H -4.324 -2.088 2.363  0.00
H 4.228 1.760 -1.481  0.00
O -3.352 3.507 0.989  0.01
H 2.294 1.389 3.670  0.00

The following is a quantum chemistry calculation of a cluster of 2 separate species, C8H7Cl3N2O2 in total, from the OMol25 dataset.

Computed properties:
- Gap between HOMO and LUMO: 8.4 eV
- Charge: 0
- SMILES: ClC(Cl)=Nc1ccccc1.[O-]/[N+](O)=C\Cl
- ΔE to the lowest compared entry with this formula, charge and spin: 1.330 eV
- LUMO: -0.34 eV
- Molecular weight: 269.51 g mol⁻¹
- Multiplicity: 1

Last column: natural (NBO) charge in e.
Atoms and positions in Å:
N -1.944 1.355 0.346  0.33
C 1.035 -1.331 0.342  -0.24
C 0.585 -0.686 -0.798  0.12
Cl -3.786 -0.051 1.229  0.11
C -1.740 -1.492 -0.888  0.24
H 3.711 0.600 1.247  0.23
Cl -1.972 -2.788 0.300  -0.02
H 2.402 -1.220 1.897  0.21
C -2.180 0.285 0.985  -0.14
N -0.703 -0.928 -1.205  -0.47
C 2.514 0.780 -0.719  -0.21
O -2.756 2.046 -0.293  -0.48
H 2.995 1.597 -1.176  0.21
O -0.597 1.874 0.336  -0.56
C 2.787 0.400 0.571  -0.20
Cl -3.225 -1.105 -1.729  0.05
H 1.083 0.808 -2.250  0.23
C 2.119 -0.791 0.977  -0.20
H -0.747 2.853 0.234  0.50
H 0.314 -2.099 0.798  0.23
H -1.320 -0.399 1.183  0.25
C 1.428 0.291 -1.387  -0.18

The following is a quantum chemistry calculation of a structure of composition C6H11BF10NO7P2Re, from the OMol25 dataset.

Computed properties:
- Gap between HOMO and LUMO (spin up / spin down): 7.6 / 7.9 eV
- Charge: +1
- ⟨S²⟩: 0.7634
- ΔE to the lowest compared entry with this formula, charge and spin: 0.522 eV
- LUMO (spin up / spin down): -5.90 / -5.43 eV
- Molecular weight: 658.10 g mol⁻¹
- Multiplicity: 2

Last column: Mulliken spin population.
Atoms and positions in Å:
F 2.559 -3.487 -2.666  0.00
N -2.577 0.587 3.737  0.00
H 1.885 -0.714 -4.163  0.00
H -0.048 1.630 3.915  0.00
H 0.001 -0.129 4.260  0.00
O -2.194 3.002 2.439  0.00
O -0.802 -2.249 2.408  0.00
F 1.094 2.116 -4.356  0.00
Re 0.158 0.626 -0.505  1.04
C 1.492 -2.749 -2.376  0.00
C 2.786 -1.186 -0.827  0.00
H 0.678 0.499 2.764  0.00
O -3.073 -1.251 1.709  0.00
F 2.102 -1.587 0.261  0.00
C 1.867 -1.265 -2.078  0.00
P -1.476 -1.109 1.808  0.00
C -0.129 0.629 3.487  0.00
P -1.701 1.891 1.624  0.00
F 1.176 1.975 -1.233  0.00
F -0.626 1.528 -3.028  0.00
O -0.955 -0.634 0.418  0.00
O -0.376 1.978 0.839  0.00
H -2.364 0.182 4.659  0.00
F 3.094 0.100 -0.587  0.00
F 0.865 -3.317 -1.350  0.00
H -3.349 -2.124 1.420  0.00
C -1.453 0.459 2.779  0.00
F 0.673 -2.796 -3.421  0.00
H -3.410 0.126 3.342  0.00
O 0.707 -0.598 -1.770  -0.05
F 3.909 -1.867 -0.918  0.00
C 2.550 -0.646 -3.303  0.00
H -3.408 2.037 0.303  0.00
H 3.477 -1.171 -3.519  0.00
O -2.788 1.355 0.577  0.00
B 0.039 2.460 -3.693  0.00
F -0.394 3.675 -3.671  0.00
H -2.742 1.620 3.807  0.00
H 2.749 0.405 -3.095  0.00

The following is a quantum chemistry calculation of a structure of composition C24H29ClHgN2OPS2, from the OMol25 dataset.

Computed properties:
- Gap between HOMO and LUMO (spin up / spin down): 7.3 / 5.4 eV
- Charge: 0
- ⟨S²⟩: 0.7551
- LUMO (spin up / spin down): 0.47 / -1.47 eV
- Molecular weight: 692.66 g mol⁻¹
- Multiplicity: 2

Last column: Mulliken spin population.
Atoms and positions in Å:
H 1.288 -1.338 5.329  0.00
C 3.159 -2.578 3.435  0.01
H 3.363 0.331 -0.872  -0.01
H 5.031 0.673 4.315  0.00
Cl -2.014 -0.622 1.904  0.02
H 2.641 -3.497 3.199  0.00
H -3.419 -0.212 4.345  0.00
H -0.818 6.866 -2.289  0.00
H 3.319 -0.833 -3.001  0.00
C -0.631 -0.861 6.149  0.00
H -2.635 -0.331 6.689  0.00
C 0.259 -1.089 5.115  0.00
C -0.407 -2.161 -2.019  -0.01
C 2.427 -0.728 -2.362  0.00
H 0.312 -6.249 0.030  0.00
H 2.392 -2.536 0.454  0.00
C 2.572 -1.347 3.158  -0.01
H 1.454 -0.254 -4.240  0.00
C 1.577 -3.199 0.719  -0.01
C 0.672 -2.787 1.697  -0.04
C 4.415 -2.630 4.013  0.00
H -1.809 -1.362 -0.790  0.00
H 0.310 -2.481 -1.261  0.00
S -0.525 4.444 -0.391  0.07
H 2.156 -4.739 -0.638  0.00
H -0.294 -0.935 7.171  0.00
H 2.810 0.773 3.233  0.01
C -2.395 -0.456 4.573  0.00
H -1.074 -3.323 2.822  0.00
H -2.326 6.644 -3.216  0.00
H -1.277 -5.540 1.791  0.00
C -1.949 -0.533 5.882  0.00
C 5.092 -1.466 4.337  0.00
N -1.141 -1.020 -1.475  0.06
C 1.448 -4.437 0.121  0.00
N 2.540 0.413 -1.459  0.06
H -1.668 -0.564 -2.216  0.00
H 6.071 -1.517 4.791  0.00
C -1.502 -0.693 3.546  0.01
H 2.621 1.264 -2.007  -0.01
H 0.927 -2.685 -3.611  0.00
C -0.489 -4.875 1.469  0.00
O -1.342 4.941 -2.850  0.00
C -0.852 4.054 -1.987  -0.01
H -0.430 -1.676 -4.106  0.00
S -0.628 2.546 -2.703  0.16
Hg 0.138 1.227 0.040  0.56
H 0.565 0.222 -2.805  0.01
C 0.410 -5.279 0.495  0.00
H -2.258 6.200 -1.483  0.00
P 0.947 -1.105 2.342  0.17
H 4.875 -3.589 4.203  0.00
H -1.088 -3.006 -2.212  0.00
H 2.352 -1.629 -1.750  0.00
C 0.316 -1.827 -3.323  0.00
C 4.508 -0.238 4.070  0.00
C -0.366 -3.631 2.067  0.00
C -1.701 6.237 -2.422  0.01
C 1.177 -0.571 -3.233  -0.01
C 3.264 -0.181 3.470  0.00
C -0.164 -1.005 3.793  -0.02

The following is a quantum chemistry calculation of a cluster of 2 separate species, C8H11N3 in total, from the OMol25 dataset.

Computed properties:
- Gap between HOMO and LUMO (spin up / spin down): 7.1 / 7.1 eV
- Charge: 0
- ΔE to the lowest compared entry with this formula, charge and spin: 7.758 eV
- LUMO (spin up / spin down): -0.78 / -0.78 eV
- Molecular weight: 149.20 g mol⁻¹
- Multiplicity: 1

Last column: natural (NBO) charge in e.
Atoms and positions in Å:
C 1.439 -0.248 -1.649  -0.61
H -3.788 0.006 -1.757  0.23
H 1.505 -1.328 -1.941  0.21
H 0.530 -1.565 0.911  0.23
C -3.593 -0.090 -0.687  0.25
C 0.649 0.549 0.678  -0.09
N -4.376 -0.601 0.213  -0.45
H 3.366 0.985 1.150  0.22
C -1.375 0.956 -0.748  0.24
C 3.102 0.686 0.123  -0.61
C 1.203 -0.711 0.987  -0.49
H 1.946 0.342 -2.396  0.22
H 1.927 -0.791 1.843  0.22
H -4.192 -0.923 2.263  0.22
H 3.192 1.686 -0.346  0.21
C -3.622 -0.601 1.359  0.17
H 0.726 1.412 1.421  0.20
N -2.431 -0.090 1.201  -0.25
C 1.774 0.088 -0.253  -0.13
H 0.356 -0.147 -1.905  0.23
N -2.339 0.297 -0.124  -0.43
H 3.999 0.088 -0.342  0.21

The following is a quantum chemistry calculation of a cluster of 2 separate species, C7H12INO8S in total, from the OMol25 dataset.

Computed properties:
- Gap between HOMO and LUMO: 4.2 eV
- Charge: -2
- LUMO: 3.58 eV
- Molecular weight: 397.14 g mol⁻¹
- Multiplicity: 1

Last column: natural (NBO) charge in e.
Atoms and positions in Å:
C 0.600 0.371 -0.126  -0.30
O -0.314 -1.557 -1.553  -0.53
S -2.046 3.872 2.400  2.58
H 2.461 -0.214 -1.879  0.19
H 3.930 0.025 -0.335  0.18
H -1.931 -1.151 1.024  0.27
O -1.751 3.457 1.003  -1.17
C 2.116 -1.232 -1.495  -0.12
H -1.907 -0.145 -2.041  0.21
O -1.884 5.336 2.520  -1.11
C -1.775 -0.364 0.213  -0.29
O 3.140 -1.969 -0.773  -0.56
O -1.102 3.187 3.316  -1.14
H 0.684 1.147 -0.980  0.24
N -0.667 0.563 0.650  -0.56
C 0.714 -1.144 -0.642  0.19
H 5.181 -1.320 -0.653  0.18
C 4.139 -1.090 -0.203  -0.27
O -2.966 -2.451 -2.665  -0.73
O -3.283 -2.775 -0.368  -0.80
H 1.494 0.586 0.575  0.24
I 0.977 -2.599 1.016  0.06
H -0.926 1.572 0.616  0.52
O -3.434 3.492 2.740  -1.11
C -2.709 -2.133 -1.451  0.73
C -1.604 -0.943 -1.270  -0.04
H -2.740 0.274 0.208  0.28
H 4.175 -1.285 0.938  0.19
H -0.459 0.356 1.652  0.45
H 1.885 -1.866 -2.435  0.22

Which F_max belongs to each record? In order, 4.5; 4.0; 2.0; 1.1; 4.4; 6.2 eV Å⁻¹.
Which energy belongs to each record? In order, -2008.2299; -1949.4188; -2601.3483; -2867.9906; -475.4008; -1626.4093 Ha.